Entry P
Density functional theory data (ωB97M-V with the def2-TZVPD basis set) for a single C6H6O molecule.

As for the spin multiplicity: 1. As for the SMILES: C#CC1=CCOC1. As for the net charge: 0. Its frontier orbital gap is 10.051 eV.

Atoms and positions in Å:
C  2.96963  -0.51692  0.63388
C  1.79607  -0.33381  0.42988
C  0.42672  -0.07545  0.12793
C  -0.25211  1.05162  0.34776
C  -1.64558  0.87436  -0.19974
O  -1.52773  -0.22188  -1.09068
C  -0.51547  -1.05268  -0.55948
H  4.01707  -0.65407  0.79159
H  0.12270  1.94551  0.83124
H  -2.35280  0.62492  0.61172
H  -2.03407  1.74117  -0.74194
H  -0.05391  -1.63488  -1.36094
H  -0.95051  -1.74789  0.17878

---

Entry Q
Density functional theory data (ωB97M-V with the def2-TZVPD basis set) for a single C6H6O molecule.

As for the spin multiplicity: 1. As for the SMILES: Oc1ccccc1. As for the net charge: 0. Its frontier orbital gap is 9.319 eV.

Atoms and positions in Å:
O  1.89827  0.60040  -1.16941
C  0.79070  0.17483  -0.42737
C  -0.16489  -0.67068  -1.01560
C  -1.25735  -1.05331  -0.26967
C  -1.61725  -0.25698  0.86341
C  -0.56816  0.39776  1.51455
C  0.63120  0.64356  0.84229
H  1.50317  0.66252  -2.04928
H  0.11511  -1.27893  -1.87072
H  -1.92112  -1.88222  -0.50146
H  -2.62945  0.13015  0.91956
H  -0.92006  0.86150  2.42925
H  1.49376  1.24878  1.11494

---

Here are the energies relative to the best structure, in hartree: entry P 0.0549; entry Q 0.0000.

---

Entry P
Density functional theory data (ωB97M-V with the def2-TZVPD basis set) for a single C21H31N5O3 molecule.

As for the spin multiplicity: 1. As for the SMILES: CCCn1c(CN2CCN(C(=O)OCC)CC2)nc2cc(NC(=O)CC)ccc21. As for the net charge: 0. Its frontier orbital gap is 8.648 eV.

Atoms and positions in Å:
C  -0.07616  -1.47124  -3.14743
C  1.17691  -0.86304  -2.53006
C  1.05723  -0.67233  -1.01386
N  0.04965  0.29260  -0.65662
C  0.18387  1.65211  -0.60402
C  1.46943  2.35555  -0.87867
N  2.53678  1.80892  -0.06253
C  2.35116  2.00576  1.36245
C  3.20204  0.95170  2.09122
N  4.37511  0.65809  1.29451
C  4.75285  -0.59107  0.93583
O  5.63030  -0.82957  0.13882
O  4.07355  -1.54381  1.61814
C  4.42920  -2.89107  1.31564
C  3.71896  -3.39541  0.06722
C  4.89270  1.78733  0.55788
C  3.85476  2.25330  -0.47960
N  -0.91359  2.27081  -0.26445
C  -1.85069  1.28799  -0.08162
C  -3.18456  1.38078  0.28901
C  -3.90779  0.20426  0.41833
N  -5.25394  0.31673  0.79536
C  -6.18783  -0.65234  0.99824
O  -5.99033  -1.84255  0.89294
C  -7.55013  -0.07575  1.35917
C  -8.22849  0.51254  0.12212
C  -3.30906  -1.04252  0.18341
C  -1.98531  -1.14457  -0.18650
C  -1.25701  0.02682  -0.32311
H  0.04642  -1.57705  -4.22264
H  -0.27148  -2.45593  -2.72861
H  -0.94308  -0.84070  -2.96304
H  2.03370  -1.51157  -2.72192
H  1.37861  0.10298  -2.99673
H  2.01268  -0.32748  -0.61055
H  0.79084  -1.62226  -0.54329
H  1.30597  3.43170  -0.70653
H  1.74964  2.21742  -1.92821
H  1.29757  1.86951  1.60921
H  2.63971  3.02447  1.67087
H  3.50699  1.32127  3.07742
H  2.63906  0.02852  2.22402
H  5.51369  -2.95047  1.17954
H  4.13230  -3.46424  2.19659
H  2.64117  -3.31792  0.18807
H  3.98339  -4.43440  -0.10720
H  4.02534  -2.80428  -0.79209
H  5.11256  2.58558  1.27250
H  5.81757  1.47999  0.07022
H  4.06433  1.80185  -1.45327
H  3.90623  3.35087  -0.58681
H  -3.63327  2.34537  0.47113
H  -5.55904  1.27137  0.92632
H  -7.43972  0.68969  2.13043
H  -8.15889  -0.88770  1.75758
H  -9.21458  0.89256  0.37918
H  -7.64441  1.32898  -0.29846
H  -8.34253  -0.25409  -0.64048
H  -3.90633  -1.93071  0.29807
H  -1.54407  -2.11331  -0.36312

---

Entry Q
Density functional theory data (ωB97M-V with the def2-TZVPD basis set) for a single C21H31N5O3 molecule.

As for the spin multiplicity: 1. As for the SMILES: CC[C@@H]1CC[C@@](O)(C(=O)NCCN(C(=O)c2ccnc3c2ncn3C)C(C)C)C1. As for the net charge: 0. Its frontier orbital gap is 9.638 eV.

Atoms and positions in Å:
C  3.08144  5.01346  -5.40791
C  1.90583  4.78399  -4.46519
C  1.73564  3.32860  -4.04619
C  1.73149  2.30775  -5.18735
C  1.17323  1.06055  -4.51155
C  -0.00418  1.60000  -3.67349
O  -1.17314  1.64665  -4.46448
C  -0.30515  0.70670  -2.46803
O  -1.36204  0.08972  -2.40656
N  0.63941  0.61751  -1.51163
C  0.43984  -0.20079  -0.32905
C  -0.53322  0.46072  0.64484
N  -0.80439  -0.39460  1.79025
C  0.15948  -0.44520  2.73820
O  1.18864  0.21316  2.66552
C  -0.03385  -1.34893  3.92493
C  -0.03156  -0.82736  5.20918
C  -0.11416  -1.66877  6.32352
N  -0.18073  -2.99643  6.26115
C  -0.16703  -3.46609  5.02472
C  -0.10176  -2.73518  3.83038
N  -0.11729  -3.59200  2.74310
C  -0.18467  -4.77857  3.27859
N  -0.22092  -4.78698  4.64302
C  -0.27380  -5.92772  5.53121
C  -2.11602  -1.05080  1.88103
C  -2.37580  -1.92670  0.66147
C  -3.22462  -0.02406  2.09863
C  0.42053  3.04405  -3.30039
H  3.20371  6.07315  -5.63335
H  4.01642  4.65761  -4.96822
H  2.93780  4.48781  -6.35245
H  2.01149  5.40793  -3.57344
H  0.98370  5.10936  -4.95898
H  2.57727  3.06718  -3.38834
H  1.05076  2.63719  -5.97906
H  2.71522  2.15001  -5.62884
H  0.82692  0.28608  -5.19452
H  1.93851  0.62496  -3.86201
H  -1.77152  0.98480  -4.07635
H  1.46820  1.18101  -1.58811
H  0.04824  -1.17065  -0.63479
H  1.40137  -0.35042  0.15768
H  -0.11363  1.40579  0.99138
H  -1.46923  0.66211  0.12833
H  0.05136  0.24106  5.35449
H  -0.11907  -1.23915  7.31799
H  -0.21388  -5.70391  2.72157
H  -0.41701  -6.82686  4.93622
H  0.65054  -6.01391  6.10061
H  -1.10338  -5.81896  6.22716
H  -2.07892  -1.69272  2.75781
H  -3.34476  -2.41744  0.76559
H  -2.39606  -1.34125  -0.26054
H  -1.60662  -2.69417  0.58079
H  -4.17646  -0.53462  2.24990
H  -3.01899  0.58908  2.97712
H  -3.33897  0.63441  1.23607
H  0.50783  3.19902  -2.22381
H  -0.37207  3.70280  -3.65783

---

Here are the energies relative to the best structure, in hartree: entry P 0.0114; entry Q 0.0000.

---

Entry P
Density functional theory data (ωB97M-V with the def2-TZVPD basis set) for 2 unconnected molecules or ions with the total composition C4H12OS2.

As for the spin multiplicity: 1. As for the SMILES: CSSC.CCO. As for the net charge: 0. Its frontier orbital gap is 8.589 eV.

Atoms and positions in Å:
C  -0.92280  0.71704  -2.66607
S  0.31372  -0.59835  -2.43105
S  -0.55625  -1.88379  -1.07170
C  0.69716  -3.16794  -0.73727
H  -1.92755  0.30687  -2.92808
H  -0.98945  1.31122  -1.74207
H  -0.57404  1.37133  -3.50076
H  1.64210  -2.69549  -0.42872
H  0.32810  -3.74895  0.12610
H  0.89460  -3.85760  -1.58262
C  -0.16141  2.08784  2.57929
C  0.46300  1.05048  1.66475
O  -0.21330  0.74881  0.44744
H  -1.21447  1.82116  2.80904
H  0.42384  2.17099  3.50947
H  -0.17817  3.06130  2.06094
H  0.56771  0.11739  2.26696
H  1.49475  1.37891  1.42150
H  -0.08752  -0.19122  0.20287

---

Entry Q
Density functional theory data (ωB97M-V with the def2-TZVPD basis set) for 2 unconnected molecules or ions with the total composition C4H12OS2.

As for the spin multiplicity: 1. As for the SMILES: CCCSSC.O. As for the net charge: 0. Its frontier orbital gap is 9.541 eV.

Atoms and positions in Å:
C  1.47127  0.82583  -2.91274
C  1.71403  -0.26136  -1.96810
C  1.10151  0.09080  -0.48965
S  -0.64590  0.72472  -0.41015
S  -1.15558  0.47830  1.61673
C  -0.97930  2.09691  2.38935
H  1.22758  0.57848  -3.94679
H  0.79312  1.64296  -2.43081
H  2.28687  1.49348  -3.05132
H  1.15287  -1.09201  -2.30501
H  2.79379  -0.56762  -1.89618
H  1.21652  -0.90205  0.04641
H  1.73975  0.73326  0.04962
H  -2.02872  2.21475  2.76266
H  -0.09996  2.20617  2.95246
H  -1.02360  2.85496  1.59834
O  0.00358  -4.57884  0.52513
H  0.01367  -3.47695  0.37542
H  0.87815  -4.81616  0.22566

---

Entry R
Density functional theory data (ωB97M-V with the def2-TZVPD basis set) for 2 unconnected molecules or ions with the total composition C4H12OS2.

As for the spin multiplicity: 1. As for the SMILES: CCSSCC.O. As for the net charge: 0. Its frontier orbital gap is 9.485 eV.

Atoms and positions in Å:
C  1.02756  -0.13567  -1.24379
C  1.35430  -0.59413  0.15275
S  0.80752  0.52520  1.45799
S  -1.23362  0.39562  1.34436
C  -1.65863  1.79914  0.25083
C  -2.88081  1.52266  -0.60346
H  1.40242  -0.85242  -1.99574
H  -0.02866  0.02449  -1.42613
H  1.59312  0.75966  -1.48887
H  0.97466  -1.60051  0.28812
H  2.43277  -0.59386  0.30057
H  -0.76503  1.98186  -0.33332
H  -1.80063  2.67757  0.88047
H  -3.71817  1.28553  0.05408
H  -3.17203  2.39985  -1.16944
H  -2.74832  0.69280  -1.30109
O  2.83714  -3.68344  1.30734
H  2.06674  -3.51209  1.85762
H  3.50969  -3.09224  1.66772

---

Here are the energies relative to the best structure, in hartree: entry P 0.0346; entry Q 0.0638; entry R 0.0000.

---

Entry P
Density functional theory data (ωB97M-V with the def2-TZVPD basis set) for a molecular structure, C3H6N2O2S.

As for the spin multiplicity: 1. As for the net charge: 0. Its frontier orbital gap is 8.673 eV.

Atoms and positions in Å:
C  1.21558  0.90304  0.52469
C  -0.56383  -0.46566  -0.24221
C  -0.40353  -1.65808  0.73124
H  1.62199  0.15746  1.20855
H  1.17676  1.97651  1.01379
H  1.81759  0.73733  -0.45466
H  -0.50243  2.84571  -0.37591
H  -1.10836  0.34020  -1.66432
H  -1.01314  -2.34535  -0.94386
N  -0.13308  0.77968  0.26480
N  -1.08937  -0.54824  -1.34690
O  -0.30263  1.74844  -0.94138
O  -0.79295  -2.65222  -0.06313
S  0.07739  -1.81883  2.28931

---

Entry Q
Density functional theory data (ωB97M-V with the def2-TZVPD basis set) for a single C3H6N2O2S molecule.

As for the spin multiplicity: 1. As for the SMILES: O=CCON/C=N\S. As for the net charge: 0. Its frontier orbital gap is 9.631 eV.

Atoms and positions in Å:
O  2.33722  -1.16684  -2.31929
C  1.43926  -1.12926  -1.51739
C  0.07114  -0.46786  -1.82599
O  -0.91244  -0.60742  -0.78845
N  -0.69596  0.41256  0.16939
C  -0.48798  -0.16727  1.44114
N  -0.39204  0.52230  2.49812
S  -0.30353  2.23872  2.30225
H  1.51474  -1.49568  -0.46930
H  -0.30054  -1.05190  -2.68191
H  0.23118  0.59629  -2.09781
H  -1.50367  1.04738  0.16384
H  -0.35354  -1.23883  1.55641
H  -0.64383  2.50781  3.56898

---

Here are the energies relative to the best structure, in hartree: entry P 0.0528; entry Q 0.0000.

---

Entry P
Density functional theory data (ωB97M-V with the def2-TZVPD basis set) for a single C3H6N2O2S molecule.

As for the spin multiplicity: 1. As for the SMILES: N/N=C/OCC(=O)S. As for the net charge: 0. Its frontier orbital gap is 9.988 eV.

Atoms and positions in Å:
N  -2.89135  0.71538  0.01221
N  -1.64904  0.01793  0.36198
C  -1.49850  -0.91501  -0.45209
O  -0.24450  -1.51502  -0.39736
C  0.56650  -1.09425  0.70753
C  1.66005  -0.09268  0.09502
O  2.88615  -0.39290  -0.16629
S  0.90254  1.50250  -0.13798
H  -3.60427  0.02545  -0.25030
H  -3.18967  1.30483  0.89373
H  -2.14557  -1.16137  -1.37331
H  -0.03400  -0.55987  1.49032
H  1.16444  -2.02156  1.02296
H  -0.35037  1.11432  0.21144

---

Entry Q
Density functional theory data (ωB97M-V with the def2-TZVPD basis set) for a single C3H6N2O2S molecule.

As for the spin multiplicity: 1. As for the net charge: 0. Its frontier orbital gap is 9.148 eV.

Atoms and positions in Å:
C  0.57686  0.07909  0.69490
C  0.15981  0.09449  -0.78294
C  -0.31004  -0.93273  1.34781
N  -0.56280  -1.15040  -1.01620
N  -3.37277  0.53580  0.26406
O  -3.04479  -0.61064  -0.30725
O  -4.30792  1.11677  -0.24481
S  -1.39924  -1.61545  0.34828
H  1.62251  -0.22001  0.81338
H  0.46408  1.07007  1.14188
H  -0.47274  0.96575  -0.98842
H  1.01960  0.11791  -1.45553
H  -0.36001  -1.06622  2.40722
H  -1.13287  -1.15076  -1.85294

---

Entry R
Density functional theory data (ωB97M-V with the def2-TZVPD basis set) for 2 unconnected molecules or ions with the total composition C3H6N2O2S.

As for the spin multiplicity: 1. As for the net charge: 0. Its frontier orbital gap (alpha / beta) is 7.127 / 7.663 eV.

Atoms and positions in Å:
C  0.38067  -0.82330  0.33504
C  1.55638  0.14187  0.32627
C  -0.86905  -0.05709  -0.00177
N  1.01689  1.50230  0.02396
N  -2.15910  -0.46968  0.08633
O  -3.02955  0.40770  0.08180
O  -2.49295  -1.63145  0.16649
S  -0.58418  1.58745  0.31727
H  0.54677  -1.64184  -0.29167
H  0.27664  -1.15386  1.30495
H  2.00754  0.24845  1.20239
H  2.45667  -0.07463  -0.40955
H  -0.40288  0.01520  -2.24300
H  1.29616  1.94889  -0.89852

---

Here are the energies relative to the best structure, in hartree: entry P 0.0000; entry Q 0.0676; entry R 0.1803.

---

Entry P
Density functional theory data (ωB97M-V with the def2-TZVPD basis set) for a single C4H6ClFN2 molecule.

As for the spin multiplicity: 1. As for the SMILES: CN/C=N\C=C(/F)Cl. As for the net charge: 0. Its frontier orbital gap is 8.688 eV.

Atoms and positions in Å:
C  -0.49039  -0.95277  1.38050
N  0.88881  -0.40026  1.40391
C  1.52402  0.25692  0.39908
N  1.13649  0.75835  -0.73542
C  -0.11736  0.33354  -1.25117
C  -0.92169  1.08928  -2.04020
F  -0.66151  2.35979  -2.31215
Cl  -2.46053  0.57752  -2.68529
H  -0.56993  -1.92673  0.79618
H  -0.84658  -1.09563  2.43509
H  -1.07292  -0.09426  0.93898
H  1.45240  -0.59422  2.17662
H  2.63886  0.40868  0.62320
H  -0.49968  -0.72020  -1.12932

---

Entry Q
Density functional theory data (ωB97M-V with the def2-TZVPD basis set) for a single C4H6ClFN2 molecule.

As for the spin multiplicity: 1. As for the SMILES: CN/C=N\C=C(/F)Cl. As for the net charge: 0. Its frontier orbital gap is 9.470 eV.

Atoms and positions in Å:
C  2.42096  -0.56812  0.48323
N  1.15670  -0.48869  -0.19810
C  0.50272  0.75048  -0.28309
N  -0.64511  1.15933  -0.55047
C  -1.66187  0.16540  -0.70789
C  -2.86923  0.32452  -0.12240
F  -3.10940  1.43995  0.62895
Cl  -4.28679  -0.76468  0.01933
H  2.96551  -1.49021  0.04502
H  3.17114  0.29132  0.27167
H  2.12314  -0.54372  1.68429
H  0.40477  -1.21528  0.07197
H  1.18378  1.58417  -0.15286
H  -1.35633  -0.64448  -1.18965

---

Here are the energies relative to the best structure, in hartree: entry P 0.0000; entry Q 0.0320.